# 1
2 unconnected molecules or ions with the total composition C20H30FN8O3 at a distorted geometry, computed with ωB97M-V/def2-TZVPD.

Positions of all 62 atoms, in Å:
F  0.285  -1.416  3.438
O  -1.439  2.290  -5.401
O  2.277  3.258  -2.674
O  2.147  2.759  -0.658
N  0.861  0.719  -0.109
N  0.168  -1.275  1.092
N  1.830  1.650  0.061
N  2.049  0.116  1.750
N  -2.002  0.186  7.802
N  3.603  1.996  1.755
N  -1.819  -1.687  -3.567
N  1.534  2.759  -1.929
C  0.039  -0.587  7.418
C  -0.771  -0.015  8.365
C  1.773  -2.934  2.201
C  0.955  -0.227  0.910
C  -1.342  1.107  -6.147
C  0.394  -2.182  2.248
C  -0.987  -1.579  0.220
C  -0.734  -0.742  6.238
C  1.885  3.723  2.664
C  -1.042  -1.412  -7.752
C  -1.397  -1.466  -6.332
C  3.074  2.715  2.952
C  -1.873  -0.253  -4.016
C  -2.010  -1.742  -2.103
C  -1.990  -0.258  6.507
C  2.522  1.282  1.196
C  -1.537  -0.231  -5.549
C  -0.631  -1.813  -1.305
C  -0.856  -0.097  -8.357
C  -1.002  1.138  -7.573
H  2.655  1.920  3.633
H  -0.403  -2.966  2.326
H  -0.842  2.098  -8.116
H  -2.793  0.597  8.267
H  1.072  -0.865  7.557
H  -0.261  -2.876  -1.382
H  -2.657  -0.896  -1.725
H  3.858  3.250  3.545
H  -0.408  -1.160  5.300
H  -1.094  0.278  -3.396
H  -0.916  -2.357  -8.332
H  -2.883  0.206  -3.823
H  -0.572  -0.067  -9.438
H  1.716  -3.775  2.944
H  0.144  -1.119  -1.716
H  -0.516  2.554  -5.216
H  -1.544  -2.488  0.573
H  -1.743  -0.734  0.249
H  -0.578  0.267  9.388
H  -2.536  -2.712  -1.857
H  -1.550  -2.478  -5.882
H  2.032  -3.290  1.173
H  -2.691  -2.078  -3.952
H  0.198  0.777  -0.883
H  -2.872  -0.192  5.892
H  0.934  3.258  3.056
H  4.034  2.623  1.072
H  1.717  3.956  1.582
H  1.992  4.710  3.197
H  2.539  -2.222  2.621

Atoms 1-6, force components in eV/Å:
0.309 -0.827 -1.537
0.734 -1.037 -0.172
-1.224 -0.048 0.485
0.439 0.007 1.255
-1.795 -1.378 -0.450
-0.851 -1.150 0.261

Calculated values
* net charge: +1
* frontier orbital gap: 5.32 eV
* HOMO: -9.900 eV
* LUMO: -4.6 eV



# 2
7 unconnected molecules or ions with the total composition C20H30FO18S at a distorted geometry, computed with ωB97M-V/def2-TZVPD.

Positions of all 70 atoms, in Å:
S  5.089  -1.520  -1.742
F  5.378  -0.300  -0.903
O  -1.076  0.938  1.453
O  0.139  -2.226  -0.745
O  1.212  2.901  -1.228
O  -3.990  1.923  -2.487
O  -0.751  -4.245  -1.151
O  0.986  -0.975  3.191
O  -3.779  -2.322  4.558
O  -2.712  2.256  0.722
O  0.520  0.334  4.948
O  1.656  1.153  3.169
O  -0.861  3.186  1.573
O  2.107  2.749  -3.286
O  -3.162  3.927  -3.095
O  -3.230  -2.503  2.355
O  3.430  2.853  -1.463
O  -1.925  2.095  -3.359
O  -1.664  -2.209  3.891
O  -0.067  -2.989  -2.850
C  1.381  -0.708  1.852
C  -2.207  0.066  1.202
C  -1.658  -1.818  5.262
C  3.354  -1.710  -1.382
C  2.232  2.827  -2.110
C  -0.377  -4.277  -3.416
C  -1.214  3.144  -4.033
C  -0.197  -3.080  -1.508
C  -1.495  2.218  1.278
C  1.744  2.750  0.095
C  1.027  0.185  3.890
C  -2.980  -2.363  5.764
C  -2.937  -2.368  3.499
C  -1.844  4.385  -3.434
C  2.496  -0.576  -1.987
C  -3.116  2.587  -2.941
C  -1.242  -4.895  -2.337
C  -3.068  0.926  0.306
C  2.234  0.541  2.015
C  3.183  3.185  -0.090
H  1.686  -1.016  -2.527
H  3.047  -2.669  -1.751
H  2.178  1.217  1.163
H  3.318  4.258  0.045
H  3.083  0.036  -2.639
H  -0.887  -4.164  -4.368
H  1.925  -1.557  1.444
H  -1.342  4.709  -2.521
H  3.279  -1.694  -0.314
H  1.197  3.359  0.805
H  -1.897  5.218  -4.128
H  -1.397  3.058  -5.105
H  -4.131  0.755  0.437
H  2.161  0.059  -1.194
H  1.653  1.700  0.389
H  4.991  -1.004  -2.992
H  -2.298  -4.656  -2.454
H  -3.429  -1.753  6.542
H  -2.674  -0.173  2.150
H  -1.591  -0.736  5.328
H  -0.797  -2.251  5.762
H  0.554  -4.824  -3.572
H  -2.820  0.811  -0.746
H  3.879  2.658  0.560
H  -1.127  -5.972  -2.258
H  -1.889  -0.855  0.725
H  0.488  -0.543  1.250
H  -2.913  -3.394  6.114
H  -0.147  3.065  -3.844
H  3.285  0.313  2.221

Atoms 1-6, force components in eV/Å:
-0.430 -2.433 -0.539
0.541 2.004 0.777
-0.223 0.197 -0.071
0.354 0.147 0.041
0.174 0.057 -0.265
-0.127 -0.109 0.004

Calculated values
* net charge: +1
* frontier orbital gap: 7.51 eV
* HOMO: -12.636 eV
* LUMO: -5.1 eV



# 3
A molecular structure, C20H30LiO15 at a distorted geometry, computed with ωB97M-V/def2-TZVPD.

Positions of all 66 atoms, in Å:
O  4.343  49.827  31.664
O  6.404  47.755  34.869
O  4.054  50.252  35.877
O  9.653  52.440  37.773
O  6.807  55.457  32.668
O  8.774  51.601  35.835
O  6.077  50.914  32.759
O  6.031  55.297  34.752
O  5.483  51.959  35.677
O  7.378  53.734  33.964
O  7.866  47.594  33.285
O  3.981  51.725  32.460
O  10.709  50.858  36.644
O  7.749  49.476  34.637
O  3.393  52.367  35.983
C  7.311  46.283  33.366
C  6.744  54.747  33.818
C  2.479  49.378  37.267
C  6.013  56.675  32.821
C  4.415  51.540  35.870
C  10.874  52.206  38.510
C  6.158  46.487  34.390
C  2.210  51.646  36.154
C  4.873  50.841  32.333
C  10.486  51.937  40.019
C  2.596  50.192  35.997
C  2.624  51.298  32.227
C  9.707  51.734  36.678
C  4.789  46.318  33.758
C  5.379  56.461  34.193
C  7.404  48.444  34.261
C  2.975  50.097  31.393
C  11.506  51.053  37.817
C  4.994  56.944  31.649
C  2.190  48.867  31.719
Li  7.276  51.582  34.346
H  2.386  48.181  30.996
H  11.310  51.477  40.557
H  1.119  49.138  31.982
H  4.086  57.634  31.769
H  4.275  56.358  34.199
H  6.298  45.748  35.254
H  4.457  56.019  31.523
H  2.574  48.474  36.948
H  6.667  57.498  32.884
H  2.233  51.035  33.218
H  1.354  49.258  37.538
H  11.491  50.070  38.302
H  2.700  48.474  32.711
H  2.149  49.652  34.989
H  12.701  51.070  37.384
H  5.563  57.177  30.689
H  6.876  46.212  32.397
H  3.044  49.576  38.186
H  4.433  45.339  33.302
H  2.191  52.195  31.837
H  5.469  57.448  34.886
H  11.645  53.093  38.532
H  1.879  52.011  37.155
H  1.416  52.041  35.552
H  4.478  47.078  32.967
H  9.673  51.303  40.095
H  8.072  45.654  33.542
H  3.988  46.400  34.584
H  2.901  50.498  30.366
H  10.277  52.842  40.508

Atoms 1-6, force components in eV/Å:
1.030 -1.069 -0.083
-1.064 1.519 1.349
-0.581 0.463 -0.831
1.066 1.147 0.388
-1.058 0.674 0.004
3.018 1.673 2.583

Calculated values
* net charge: +1
* frontier orbital gap: 10.91 eV
* HOMO: -12.649 eV
* LUMO: -1.7 eV



# 4
10 unconnected molecules or ions with the total composition C20H30N10 at a distorted geometry, computed with ωB97M-V/def2-TZVPD.

Positions of all 60 atoms, in Å:
N  -13.510  -10.606  -10.193
N  -8.009  -17.210  -15.900
N  -11.858  -15.526  -17.660
N  -10.164  -12.113  -11.699
N  -11.507  -16.586  -11.771
N  -16.782  -15.559  -13.233
N  -12.540  -13.693  -14.346
N  -7.334  -16.860  -11.015
N  -6.732  -12.331  -10.390
N  -13.201  -8.473  -14.698
C  -15.068  -15.750  -15.214
C  -13.933  -17.300  -11.214
C  -7.556  -13.043  -10.013
C  -9.708  -9.966  -10.295
C  -12.611  -16.848  -11.498
C  -12.965  -9.474  -14.127
C  -11.443  -14.079  -14.281
C  -8.656  -13.862  -9.524
C  -12.672  -10.776  -13.611
C  -11.686  -16.523  -17.152
C  -6.016  -18.908  -15.911
C  -14.252  -12.933  -10.972
C  -6.930  -16.055  -11.731
C  -9.989  -11.144  -11.044
C  -11.417  -17.813  -16.532
C  -16.045  -15.679  -14.090
C  -13.859  -11.619  -10.541
C  -7.128  -17.930  -15.869
C  -6.510  -14.960  -12.634
C  -10.066  -14.510  -14.191
H  -9.830  -15.343  -14.853
H  -9.868  -14.676  -13.131
H  -9.354  -14.287  -10.246
H  -7.311  -14.247  -12.440
H  -14.957  -14.783  -15.703
H  -13.714  -13.238  -11.870
H  -9.368  -13.705  -14.419
H  -6.343  -19.838  -16.377
H  -15.368  -16.450  -15.994
H  -6.634  -15.269  -13.671
H  -14.597  -16.776  -11.902
H  -14.060  -13.722  -10.245
H  -13.546  -11.409  -13.761
H  -10.558  -9.603  -9.717
H  -8.388  -14.658  -8.829
H  -11.930  -11.232  -14.267
H  -10.464  -18.259  -16.815
H  -9.498  -9.126  -10.956
H  -12.248  -18.475  -16.778
H  -11.475  -17.664  -15.454
H  -13.866  -18.365  -11.436
H  -14.116  -16.125  -14.838
H  -14.141  -17.150  -10.155
H  -5.095  -18.551  -16.372
H  -8.887  -10.190  -9.613
H  -5.503  -14.556  -12.530
H  -9.269  -13.231  -8.881
H  -5.699  -19.174  -14.903
H  -15.328  -12.892  -11.141
H  -12.317  -10.759  -12.581

Atoms 1-6, force components in eV/Å:
0.867 2.699 0.879
-0.898 0.777 0.128
-0.452 1.816 -0.811
0.523 3.171 2.228
-2.143 -0.266 0.518
-0.930 0.027 1.289

Calculated values
* net charge: 0
* frontier orbital gap: 10.97 eV
* HOMO: -10.775 eV
* structure (SMILES): CC#N.CC#N.CC#N.CC#N.CC#N.CC#N.CC#N.CC#N.CC#N.CC#N
* LUMO: 0.2 eV



> Which of these has the lowest net charge?

C20H30N10



> Which of these has the lowest net charge?

C20H30N10



> What is the HOMO in the first record?

-9.900 eV



> The highest frontier orbital gap belongs to which entry?

C20H30N10